32
Properties=species:S:1:pos:R:3:mulliken_charge:R:1 method="wB97M-V/def2-TZVPD" spin_multiplicity=2 e_above_lowest_kcal_mol=0.0 lumo_energy_ev="-0.5 / -5.4" orbital_gap_ev="10.4 / 5.5"
O 1.645 -0.817 2.878 -0.61
H 2.560 -1.087 2.742 0.32
H 1.739 0.077 3.229 0.31
O -0.422 3.430 -1.826 -0.58
H -0.905 4.166 -2.205 0.29
H 0.247 3.276 -2.496 0.32
O 3.950 0.849 2.330 -0.64
H 0.370 -3.930 -1.445 0.39
H -1.582 -1.488 -1.492 0.31
O 2.092 0.939 -2.043 -0.59
H 2.616 1.404 -1.389 0.32
H 1.342 0.821 -1.402 0.36
O -2.336 1.127 0.942 -0.59
H -1.790 0.326 0.982 0.34
H 0.560 -1.353 -0.275 0.32
O -2.238 -2.016 -1.052 -0.58
H -1.820 -2.381 -0.270 0.29
H 1.609 -2.328 -0.048 0.28
O 0.781 -2.245 -0.508 -0.58
H 3.107 0.706 1.910 0.31
O -0.210 -4.622 -1.792 -0.61
H 4.189 1.775 2.234 0.31
H -1.072 -4.448 -1.462 0.29
O -4.887 0.515 -0.446 -0.62
H -4.558 1.167 0.141 0.30
H -4.302 -0.222 -0.597 0.33
O 0.359 0.530 -0.258 -0.56
H -2.048 1.436 0.073 0.37
H -0.474 0.848 -0.565 0.15
O 1.160 2.048 1.711 -0.63
H 0.422 1.975 2.336 0.33
H 0.722 1.611 0.953 0.35